1.
The following is a DFT calculation (wB97M-V/def2-TZVPD) of a 7-piece molecular cluster, C27H55Cl3N7O12 overall.

Summary:
Total energy (eV): -101424.46393
Total charge: +1
Max |F| (eV/Å): 4.8

XYZ file:
```
104
C27H55Cl3N7O12 (wB97M-V/def2-TZVPD)
Cl 1.90 6.59 -1.05
Cl 3.75 -2.52 -0.54
Cl 1.85 0.09 0.46
O -0.49 -5.70 -1.15
O -2.24 -7.03 -0.95
O -2.39 -1.83 3.12
O 3.48 -5.85 2.57
O 4.33 -6.91 -3.56
O 6.29 4.77 -2.73
O 7.19 6.66 -3.45
O 1.36 -8.36 2.86
O -0.78 -8.59 2.37
O 5.09 -5.65 1.08
O 3.47 -7.41 -1.60
O -2.57 -1.24 1.00
N -0.76 2.28 -1.04
N -2.05 -1.88 1.93
N 0.40 -8.36 2.08
N 4.17 -6.73 -2.35
N 6.50 5.99 -2.66
N -1.52 -6.24 -1.57
N 4.43 -6.29 1.91
C -4.61 1.56 2.29
C -4.55 3.91 5.69
C -4.05 2.25 0.91
C -1.07 1.05 -1.86
C -0.93 -2.80 1.58
C 4.90 -5.59 -1.74
C -0.26 5.62 -2.81
C -1.94 -5.91 -2.96
C -0.37 4.00 -3.03
C 1.31 6.18 -2.77
C 0.68 -8.05 0.65
C -4.98 3.47 0.33
C 3.10 -1.28 -1.80
C 5.86 6.72 -1.53
C -2.00 3.03 -0.57
C -4.04 3.00 4.58
C 4.83 -7.70 2.14
C 3.55 -1.56 -3.36
C -3.57 4.93 6.54
C 1.72 2.56 -1.92
C 0.08 0.63 -2.96
C -5.15 2.59 3.43
C -2.44 2.68 0.99
C 1.63 0.99 -2.47
C 0.23 3.24 -1.69
C -6.18 3.97 6.08
C 2.24 -0.10 -1.38
H -0.28 1.94 -0.15
H 1.75 -7.86 0.53
H 3.67 -0.58 -4.01
H 0.39 4.10 -0.89
H -1.20 0.13 -1.11
H 6.23 6.28 -0.61
H 2.24 3.23 -2.76
H -0.77 5.86 -1.76
H 5.86 -7.70 2.49
H -6.76 4.81 5.50
H 4.67 -5.55 -0.67
H 4.17 -8.14 2.90
H 0.11 -7.15 0.39
H -2.30 3.59 1.73
H -4.48 4.48 0.71
H 2.39 2.66 -0.97
H -6.02 2.03 4.01
H -2.76 5.32 5.78
H -4.25 5.80 6.96
H -1.79 4.20 -0.61
H -4.08 1.39 0.08
H -1.95 -6.85 -3.53
H 2.08 5.40 -3.21
H 4.78 6.59 -1.63
H 0.37 -8.91 0.06
H -0.82 6.25 -3.65
H 5.97 -5.76 -1.90
H -1.83 1.74 1.39
H -1.43 3.62 -3.36
H 4.73 -8.23 1.19
H -6.08 3.49 0.74
H -0.05 -2.47 2.14
H 4.64 -2.06 -3.36
H -3.77 0.88 2.81
H -1.23 -3.81 1.87
H -6.73 2.96 5.88
H -2.85 2.83 -1.35
H -5.47 0.79 1.98
H -2.93 2.63 4.64
H 0.36 3.74 -3.93
H -0.11 1.33 -3.91
H -6.33 4.21 7.24
H -1.22 -5.21 -3.39
H -2.10 1.12 -2.46
H -2.93 -5.47 -2.91
H -5.62 3.59 3.04
H -3.10 4.26 7.41
H 1.34 7.18 -3.41
H -4.91 3.50 -0.84
H -0.03 -0.48 -3.36
H 2.77 -2.24 -3.95
H -0.75 -2.74 0.51
H 6.13 7.77 -1.60
H 4.57 -4.68 -2.24
H 2.26 1.00 -3.49
```


2.
The following is a DFT calculation (wB97M-V/def2-TZVPD) of a 2-piece molecular cluster, C9H19FNO2 overall.

Summary:
Total energy (eV): -17934.12004
Total charge: +1
Max |F| (eV/Å): 5.2
Energy relative to the best compared isomer or geometry (same formula, charge and spin) (kcal/mol): 0.0

XYZ file:
```
32
C9H19FNO2 (wB97M-V/def2-TZVPD)
F -2.15 -0.63 1.29
O -0.48 -2.11 -0.25
O 2.38 0.66 -0.06
N 1.83 -1.86 0.71
C 1.15 -0.74 1.42
C -0.22 1.20 -1.75
C -3.59 1.07 0.91
C -2.21 -1.11 -1.62
C -2.36 0.66 1.04
C -0.83 -1.15 -0.86
C 1.05 0.38 0.32
C 0.26 -0.05 -0.94
C 3.18 1.51 0.77
H 4.13 1.65 0.17
H -2.60 -0.13 -1.61
H -3.71 1.96 0.54
H 1.69 -0.34 2.33
H 0.62 1.32 0.75
H -0.80 0.72 -2.51
H -0.61 1.95 -1.11
H -2.75 -1.82 -1.10
H 3.60 0.85 1.61
H 2.14 -2.63 1.33
H 1.04 -0.51 -1.64
H -1.91 -1.37 -2.65
H -4.38 0.40 1.20
H 1.04 -2.37 0.09
H -1.66 1.24 0.60
H 0.61 1.48 -2.32
H 0.18 -1.06 1.80
H 2.71 -1.48 0.39
H 2.66 2.32 1.15
```


3.
The following is a DFT calculation (wB97M-V/def2-TZVPD) of C4H31O13 as an isolated structure.

Summary:
Total energy (eV): -31268.76176
Total charge: -1
Max |F| (eV/Å): 5.6
Energy relative to the best compared isomer or geometry (same formula, charge and spin) (kcal/mol): 50.9

XYZ file:
```
48
C4H31O13 (wB97M-V/def2-TZVPD)
O 0.82 -2.07 3.88
O -0.56 0.17 -1.47
O 0.17 -1.81 -4.92
O 1.00 3.64 0.61
O 0.13 0.38 2.88
O 0.21 -4.53 1.17
O -2.47 1.44 -0.54
O 1.56 -0.71 1.02
O -0.77 2.96 -1.77
O 1.43 0.95 -2.92
O 2.81 1.34 -0.01
O -2.20 1.21 1.94
O 1.97 2.38 2.90
C -0.63 -1.69 0.49
C -1.14 -0.94 -1.97
C 0.84 -1.48 0.17
C -1.54 -1.96 -0.74
H -1.34 0.88 -0.89
H 0.76 0.61 -2.25
H 0.86 -1.71 3.04
H -0.86 -2.38 1.42
H -1.25 -3.12 -1.00
H 2.59 2.40 2.06
H 1.14 2.72 2.35
H 0.77 1.04 2.91
H 1.20 1.83 -3.14
H 0.98 -0.15 1.69
H -1.74 3.00 -1.48
H 0.31 -3.74 1.62
H -0.43 -1.41 -2.68
H -0.67 -1.54 -5.14
H -0.60 2.03 -1.70
H 1.36 -2.53 0.17
H -1.03 -0.73 0.96
H 0.71 -4.37 0.38
H 0.36 -1.40 4.39
H -2.94 0.74 -0.93
H 1.04 -1.15 -0.83
H -2.51 -1.79 -0.43
H 0.43 3.58 -0.16
H 2.08 0.72 0.47
H 0.52 -1.08 -4.35
H -2.21 1.39 0.89
H -2.14 -0.76 -2.49
H -0.70 0.73 2.77
H 2.58 1.37 -0.89
H 1.84 3.62 0.17
H -2.71 1.91 2.36
```


4.
The following is a DFT calculation (wB97M-V/def2-TZVPD) of C5H12Cl6N2O4 as an isolated structure.

Summary:
Total energy (eV): -91672.76614
Max |F| (eV/Å): 7.9
Energy relative to the best compared isomer or geometry (same formula, charge and spin) (kcal/mol): 127.5

XYZ file:
```
29
C5H12Cl6N2O4 (wB97M-V/def2-TZVPD)
Cl 1.42 -2.04 1.23
Cl 2.07 -4.18 -0.34
Cl -3.32 1.33 2.24
Cl -0.78 -0.27 2.15
Cl 4.20 -2.76 -1.83
Cl -2.47 3.25 0.25
O -1.59 -1.51 -1.73
O -0.52 0.27 -1.19
O -0.06 2.05 1.04
O 1.51 1.23 2.17
N -1.57 -0.31 -1.50
N 1.12 1.61 1.12
C -2.85 0.42 -1.64
C 3.20 -2.93 -0.27
C -0.05 -1.10 0.79
C 2.04 1.54 -0.12
C -2.18 1.63 1.03
H 0.21 -0.30 0.09
H -2.57 1.47 -1.63
H 1.52 0.84 -0.77
H -2.25 0.78 0.35
H -3.47 0.37 -0.75
H 2.73 -1.98 -0.01
H -3.38 0.12 -2.55
H -1.19 1.63 1.49
H 3.03 1.12 0.04
H 2.18 2.53 -0.56
H -0.76 -1.74 0.28
H 3.80 -3.08 0.62
```


5.
The following is a DFT calculation (wB97M-V/def2-TZVPD) of a 2-piece molecular cluster, C7H16 overall.

Summary:
Total energy (eV): -7515.01676
Max |F| (eV/Å): 0.4
Energy relative to the best compared isomer or geometry (same formula, charge and spin) (kcal/mol): 89.5

XYZ file:
```
23
C7H16 (wB97M-V/def2-TZVPD)
C -0.33 -0.61 1.81
C -1.14 2.19 -0.50
C 0.30 -0.75 0.41
C -0.50 -0.61 -0.83
C -1.92 -1.02 -0.75
C 1.66 -0.01 0.35
C 2.49 -0.35 -0.88
H 0.36 -0.97 2.57
H 2.75 -1.41 -0.89
H -0.66 1.35 -1.04
H -1.88 -2.07 -1.08
H -1.85 2.66 -1.18
H 3.42 0.23 -0.90
H -0.56 0.44 2.03
H 1.46 1.08 0.38
H -2.52 -0.51 -1.51
H -2.45 -0.99 0.22
H 0.53 -1.83 0.24
H -0.37 2.91 -0.21
H 1.92 -0.14 -1.79
H -1.26 -1.18 1.91
H 2.22 -0.24 1.26
H -1.66 1.83 0.39
```


6.
The following is a DFT calculation (wB97M-V/def2-TZVPD) of C4H12NSi as an isolated structure.

Summary:
Total energy (eV): -13695.32347
Total charge: +1
Multiplicity: 3
Max |F| (eV/Å): 5.2
Energy relative to the best compared isomer or geometry (same formula, charge and spin) (kcal/mol): 44.0

XYZ file:
```
18
C4H12NSi (wB97M-V/def2-TZVPD)
Si 1.60 1.06 0.15
N -0.32 -1.72 0.92
C -0.99 -1.44 -0.36
C -0.34 2.16 -1.80
C 0.16 -0.41 1.55
C 0.34 2.23 -0.70
H 2.40 -0.25 -0.12
H 0.67 3.31 -0.54
H -0.71 1.32 -2.40
H 0.67 -0.50 2.42
H -0.72 0.11 1.81
H -0.83 -2.18 -1.22
H -2.11 -1.52 -0.25
H -0.84 3.03 -2.13
H -0.74 -0.52 -0.66
H -1.08 -2.06 1.46
H 0.30 -2.57 0.95
H 2.34 1.88 1.13
```